Formula: C33H35F6MnN3O6S4
Source: the Open Molecules 2025 dataset
Level of theory: the ωB97M-V functional and the def2-TZVPD basis

Each line ends with the Mulliken spin population.
Atoms and positions in Å:
Mn: -0.682 -0.398 0.429  3.97
F: 0.693 -2.442 4.489  0.00
C: -0.513 -2.580 3.939  0.00
F: -1.257 -3.337 4.739  0.00
F: -0.361 -3.205 2.769  0.00
S: -1.275 -0.900 3.647  0.02
O: -0.416 -0.409 2.580  0.03
O: -1.191 -0.234 4.900  0.00
N: -2.782 -1.212 3.283  0.00
S: -3.217 -1.669 1.847  -0.01
O: -4.469 -1.167 1.365  0.00
O: -2.108 -1.836 0.919  -0.04
C: -3.755 -3.437 2.143  0.00
F: -4.659 -3.459 3.120  0.00
F: -2.769 -4.268 2.464  0.00
F: -4.325 -3.902 1.027  0.00
C: 5.811 -0.274 -0.345  0.00
C: 4.671 0.432 0.396  0.01
C: 4.007 1.515 -0.427  -0.08
C: 4.561 2.782 -0.280  0.22
C: 4.049 4.080 -0.513  -0.03
C: 2.763 4.432 -0.752  0.20
C: 2.257 2.107 -2.219  0.00
C: 1.108 1.438 -2.998  0.03
C: 0.485 2.254 -4.128  0.00
C: 2.943 1.127 -1.289  0.22
N: 2.323 -0.040 -1.236  0.16
C: 2.573 -1.279 -1.019  0.06
C: 1.547 -2.236 -0.821  0.00
C: 1.702 -3.627 -0.913  0.06
C: 0.429 -4.175 -0.879  -0.01
C: -0.454 -3.106 -0.745  0.09
N: 0.192 -1.921 -0.689  -0.03
H: 6.226 -1.069 0.275  0.00
H: 6.607 0.432 -0.587  0.00
H: 5.470 -0.712 -1.284  0.00
H: 5.080 0.876 1.303  -0.01
H: 3.917 -0.295 0.701  -0.01
H: 5.538 2.780 0.194  0.01
H: 4.758 4.894 -0.412  0.00
H: 2.466 5.468 -0.812  0.01
H: 0.360 1.141 -2.260  0.01
H: 1.509 0.515 -3.420  0.00
H: 0.072 3.199 -3.778  0.00
H: -0.333 1.687 -4.574  0.00
H: 1.210 2.480 -4.909  0.00
H: 3.583 -1.687 -1.117  0.01
H: 2.643 -4.143 -1.021  0.00
H: 0.152 -5.214 -0.950  0.00
H: -1.527 -3.175 -0.715  0.01
O: 0.075 1.037 -0.069  -0.08
S: 1.489 3.229 -0.782  0.06
C: 0.142 4.389 -1.307  0.05
C: -1.253 3.827 -1.046  0.00
C: -1.472 3.593 0.455  0.00
C: -2.926 3.423 0.891  0.00
S: -3.594 1.697 0.810  0.01
O: -2.404 0.862 1.198  0.02
C: -3.765 1.593 -0.993  0.00
C: -2.957 0.763 -1.748  -0.06
C: -3.143 0.668 -3.118  0.02
C: -4.152 1.394 -3.731  0.00
C: -4.985 2.200 -2.968  0.00
C: -4.795 2.301 -1.599  0.00
C: 3.195 2.830 -3.153  0.04
C: 4.294 2.127 -3.643  0.02
C: 5.116 2.673 -4.616  0.00
C: 4.848 3.932 -5.130  0.00
C: 3.768 4.651 -4.643  0.00
C: 2.956 4.104 -3.662  -0.01
H: 0.287 4.651 -2.350  0.00
H: 0.315 5.271 -0.689  0.00
H: -1.384 2.894 -1.593  0.00
H: -1.984 4.548 -1.426  0.00
H: -1.063 4.449 1.001  0.00
H: -0.903 2.703 0.744  0.01
H: -3.622 4.054 0.336  0.00
H: -3.009 3.657 1.953  0.00
H: -2.160 0.196 -1.292  0.02
H: -2.493 0.021 -3.692  0.00
H: -4.291 1.328 -4.802  0.00
H: -5.784 2.751 -3.445  0.00
H: -5.444 2.933 -1.006  0.00
H: 4.491 1.129 -3.274  0.00
H: 5.952 2.101 -4.996  0.00
H: 5.467 4.341 -5.917  0.00
H: 3.538 5.628 -5.046  0.00
H: 2.121 4.686 -3.303  0.01

Force components x, y, z for each atom (eV/Å):
0.65 1.24 -0.39
-0.08 0.19 0.03
0.13 -0.05 -0.12
-0.10 0.13 0.00
-0.01 0.04 0.07
0.65 -0.74 0.59
-0.24 0.10 -0.11
-0.24 0.16 0.02
0.20 0.38 -0.39
-1.33 -1.78 0.52
0.56 0.75 0.19
-0.09 0.22 -0.29
-0.02 -0.10 0.00
0.03 0.09 -0.02
0.12 0.19 0.03
0.05 0.15 -0.03
-0.14 0.01 0.05
0.20 -0.06 -0.24
-0.01 0.00 0.05
0.02 -0.14 0.06
-0.20 -0.02 -0.02
0.03 -0.07 0.49
-0.21 -0.34 -0.04
-0.21 0.18 0.01
0.15 -0.02 0.12
0.12 -0.03 0.11
0.09 0.03 -0.03
-0.16 -0.10 -0.19
-0.27 0.10 0.17
0.14 0.29 -0.01
-0.12 -0.08 -0.06
0.17 -0.24 -0.22
0.09 0.11 0.21
0.07 -0.01 -0.05
0.02 0.00 0.01
0.00 -0.02 -0.03
-0.11 0.00 0.04
0.04 0.02 0.11
-0.03 0.02 0.06
-0.02 0.02 -0.03
-0.06 0.00 -0.11
0.00 -0.11 -0.02
0.06 0.00 0.05
-0.08 0.05 -0.03
-0.01 -0.01 0.01
-0.04 0.00 -0.05
0.05 -0.01 0.05
0.03 -0.01 -0.03
0.01 -0.02 -0.01
0.04 0.07 0.07
-0.42 -1.07 0.17
0.44 0.83 -0.51
-0.23 -0.39 -0.03
0.14 -0.09 0.34
-0.10 -0.15 -0.27
-0.01 -0.29 0.11
0.72 0.69 -0.67
-0.22 -0.21 -0.14
-0.15 -0.14 0.18
0.07 -0.10 0.10
-0.01 0.05 0.02
0.05 -0.04 -0.04
0.03 0.08 -0.02
-0.01 0.07 0.10
0.15 0.17 0.02
-0.10 -0.04 0.05
-0.03 -0.02 -0.12
0.05 -0.01 -0.01
-0.05 -0.04 -0.03
-0.06 -0.04 -0.05
0.06 0.03 0.00
0.06 0.00 0.01
-0.03 0.00 -0.06
0.06 0.02 -0.09
-0.08 0.00 0.07
0.00 0.05 0.10
-0.08 0.01 0.02
-0.11 0.01 0.00
-0.01 0.01 0.02
-0.01 0.00 -0.04
-0.04 -0.02 -0.01
-0.01 0.03 0.03
-0.06 -0.02 0.01
0.04 0.00 0.03
0.01 -0.01 0.03
0.04 0.04 0.03
0.02 0.03 0.04
-0.06 0.00 0.00

The net charge is 0. Its spin multiplicity is 6. The value obtained for the LUMO energy (spin up / spin down) is 0.12 / -1.36 eV. The total energy comes out at -142505.86055 eV. As for the expectation value of S²: 8.9005. The orbital gap (spin up / spin down) comes out at 6.749 / 6.307 eV.